4
Properties=species:S:1:pos:R:3:lowdin_charge:R:1 method="wB97M-V/def2-TZVPD" orbital_gap_ev=10.2 largest_force_ev_per_a=5.390 relative_energy_ev=5.965
N 0.51 0.84 -1.06 -0.025
O -0.70 1.08 -1.72 -0.088
O 0.23 0.11 -2.16 -0.120
H 0.00 -0.25 0.00 0.233